The following is a DFT calculation (ωB97M-V/def2-TZVPD) of a 12-piece molecular cluster, C78H180N12O12 overall.

```
282
Properties=species:S:1:pos:R:3:forces:R:3
C 15.867521 6.293390 23.686209 -0.3 -0.4 0.3
C 14.336226 6.607036 23.708968 0.6 0.8 0.3
C 13.657971 6.139111 22.400706 0.7 -1.3 1.3
C 13.712599 5.897897 24.943676 -0.8 1.1 -0.1
C 14.131092 6.520370 26.297092 1.2 0.7 -1.2
C 13.760544 8.021492 26.234143 -0.2 -0.1 -0.3
C 14.366918 8.858645 25.051831 1.4 -2.2 0.3
C 13.740354 10.211873 24.935778 -0.1 0.5 0.4
C 15.921853 8.992570 25.362468 -0.9 0.0 -1.4
N 14.023252 8.080697 23.814554 0.3 0.2 0.0
O 14.483079 8.780713 22.624912 -0.7 -0.6 0.8
H 16.017783 5.355329 23.147869 0.1 0.1 -0.3
H 16.474752 7.093456 23.245060 -0.2 -0.3 -0.1
H 16.266351 6.087050 24.696202 -0.2 0.3 -0.4
H 14.228671 6.458552 21.543408 -0.2 0.3 -0.3
H 13.678533 5.034940 22.430581 0.1 0.3 -0.2
H 12.615030 6.411721 22.385090 -0.2 0.5 -0.2
H 12.623154 6.141567 24.893412 0.4 -0.6 -0.2
H 13.857611 4.810605 24.861891 0.0 0.3 0.1
H 13.637555 5.999398 27.109762 -0.1 0.1 0.3
H 15.226538 6.448830 26.462294 -0.5 -0.3 0.0
H 13.943539 8.546952 27.172926 0.3 -0.1 0.1
H 12.690428 8.028729 26.113059 -0.6 0.2 -0.2
H 14.326563 10.858925 24.280621 0.0 0.0 0.1
H 13.701876 10.651671 25.952175 -0.2 0.0 -0.6
H 12.752531 10.123923 24.480128 -0.1 0.0 0.3
H 16.436791 8.054819 25.329613 0.0 -0.6 0.5
H 16.102978 9.505307 26.277352 -0.1 0.2 1.0
H 16.473803 9.582002 24.638974 -0.2 0.4 -0.5
H 15.400119 9.033214 22.760833 0.5 -0.1 0.2
C 8.306071 11.857709 26.882860 0.8 -0.2 2.2
C 8.576180 10.928400 28.154833 -0.1 -0.2 0.2
C 7.191579 10.670904 28.836278 0.0 0.2 -0.8
C 9.173951 9.588532 27.663817 0.0 0.4 0.2
C 10.674677 9.738164 27.353307 -0.4 0.5 -1.0
C 11.514285 10.267134 28.487151 0.4 0.0 0.7
C 10.953614 11.563912 29.031603 -0.8 1.8 -0.2
C 11.603836 11.850452 30.408933 -1.1 0.4 -0.7
C 11.216973 12.849852 28.144076 -0.3 -1.1 0.2
N 9.499916 11.389241 29.248586 -1.2 0.8 0.0
O 8.968795 12.673708 29.728752 0.7 -0.7 -1.2
H 8.075318 12.858968 27.269608 -0.1 -0.2 -0.3
H 9.202853 11.895418 26.283983 0.1 0.1 -0.4
H 7.486038 11.443585 26.314773 -0.2 0.0 -0.1
H 6.546218 11.572942 28.773088 0.3 -0.6 0.0
H 6.743232 9.832618 28.275853 -0.2 0.4 0.1
H 7.232088 10.363301 29.885556 0.4 0.1 -0.2
H 9.008123 8.814334 28.436899 0.1 0.2 -0.3
H 8.612553 9.305452 26.751015 0.3 -0.1 0.4
H 11.044008 8.789513 26.990925 0.2 -0.2 -0.1
H 10.801252 10.489291 26.524880 -0.2 -0.8 0.4
H 12.558562 10.467875 28.160981 -0.5 -0.2 0.1
H 11.585736 9.599811 29.370327 -0.1 -0.2 -0.6
H 12.645476 11.672801 30.225094 0.8 0.2 0.5
H 11.201605 11.215840 31.187111 0.1 -0.6 0.0
H 11.373679 12.866765 30.748473 0.4 -0.1 -0.3
H 10.481012 13.587710 28.471239 0.6 0.2 0.1
H 11.059745 12.745846 27.066029 0.1 -0.4 0.1
H 12.250557 13.133389 28.318306 0.0 0.5 0.0
H 8.598447 12.470207 30.587732 -0.2 -0.4 0.9
C 15.137912 -0.930348 27.142884 0.9 -0.5 0.0
C 16.268479 -1.986049 26.881405 1.6 -0.5 1.1
C 17.476669 -1.785162 27.898820 -0.9 0.8 -0.7
C 15.731064 -3.413119 27.205515 -0.7 0.0 -1.6
C 16.672092 -4.501480 26.653385 -0.1 -0.5 0.4
C 16.925696 -4.349778 25.125480 -0.2 -0.4 1.4
C 17.579157 -2.986107 24.848466 0.5 -0.3 0.4
C 19.046351 -2.993602 25.401322 -0.5 0.5 -0.1
C 17.693619 -2.845107 23.327348 -0.6 1.3 0.1
N 16.726213 -1.895922 25.437229 -0.8 -0.3 0.1
O 17.335492 -0.600757 25.243891 0.0 -0.9 0.3
H 14.557001 -1.180905 28.044670 0.3 -0.1 -0.3
H 15.476117 0.116742 27.270380 0.1 -0.6 -0.3
H 14.507139 -1.022732 26.273677 -0.5 0.3 -0.2
H 18.102146 -2.653946 28.103758 -0.4 -0.1 -0.1
H 18.123227 -1.001720 27.517774 0.1 0.2 0.0
H 17.033356 -1.426393 28.825786 0.1 -0.1 0.2
H 15.458029 -3.493637 28.273539 0.6 0.0 -0.4
H 14.770038 -3.561157 26.663155 0.3 0.2 0.2
H 17.611096 -4.539123 27.227894 0.0 0.4 -0.4
H 16.298112 -5.509437 26.867756 -0.5 0.2 -0.2
H 16.018375 -4.639135 24.524505 0.6 0.9 0.6
H 17.657619 -5.120947 24.878178 0.1 0.1 -0.2
H 19.196543 -3.266105 26.433151 -0.5 -0.2 0.4
H 19.439541 -1.984796 25.329913 0.1 0.2 -0.3
H 19.681539 -3.662625 24.841133 0.1 -0.2 -0.5
H 18.167622 -1.888744 23.091142 0.2 -0.2 -0.1
H 16.713842 -2.818471 22.854841 -0.3 0.0 0.1
H 18.219510 -3.653839 22.847702 0.5 -0.3 0.2
H 16.685208 -0.143968 24.687896 0.0 -0.1 -0.2
C 9.008598 6.525529 37.379071 -0.2 0.4 -0.4
C 7.995240 5.597796 36.700758 0.0 -1.1 0.0
C 6.886180 5.293719 37.709717 0.0 0.8 -0.7
C 7.370369 6.206074 35.416186 0.2 0.5 0.6
C 8.387221 6.300281 34.254080 0.2 0.9 1.2
C 8.988645 4.936502 34.009409 0.2 -1.4 -0.4
C 9.602314 4.232455 35.277904 1.0 1.0 -1.5
C 9.893945 2.743380 35.036740 1.5 0.5 -0.1
C 10.985724 4.957888 35.547550 -0.5 -0.2 1.1
N 8.579418 4.273898 36.308294 0.6 0.2 1.6
O 9.225512 3.716509 37.559006 -1.1 0.3 -1.4
H 8.553239 7.074694 38.218031 0.1 0.0 -0.4
H 9.805870 5.926366 37.801443 0.2 0.1 0.0
H 9.375887 7.222650 36.609438 0.2 0.0 0.7
H 6.491474 6.290284 37.943359 -0.5 -0.3 0.0
H 6.136698 4.652721 37.218863 0.1 0.1 0.6
H 7.294461 4.915863 38.642208 -0.1 -0.4 -0.1
H 6.473867 5.620827 35.128180 0.5 0.1 0.0
H 6.998960 7.204660 35.756150 0.2 -0.5 -0.5
H 7.910698 6.787078 33.404550 0.0 -0.6 -0.3
H 9.195091 7.034086 34.502314 -0.5 -0.5 0.1
H 9.781582 4.951720 33.240324 -0.2 0.2 0.3
H 8.242337 4.235409 33.608734 -0.2 0.2 0.0
H 10.620303 2.535514 34.228717 -0.3 0.4 0.2
H 9.024388 2.167976 34.842187 -1.0 -0.4 -0.2
H 10.376086 2.358584 35.936852 0.0 -0.1 -0.1
H 10.877902 6.025957 35.768647 -0.1 -0.3 -0.2
H 11.682216 4.899175 34.705546 -0.3 -0.4 0.0
H 11.463964 4.513836 36.442698 -0.1 0.1 -0.5
H 8.782611 2.857272 37.546991 0.2 0.1 0.3
C 15.001685 9.197777 30.310151 -0.3 1.1 -1.5
C 15.033880 8.301849 31.463640 1.3 -1.1 1.4
C 13.626701 8.214378 32.119923 1.0 -1.1 0.1
C 15.515686 6.884192 30.976510 -0.7 0.3 1.7
C 16.973288 6.821427 30.579460 0.0 0.4 -0.8
C 17.840233 7.167392 31.756205 0.5 1.1 0.6
C 17.510850 8.598286 32.303116 0.2 0.9 0.1
C 18.267046 8.837430 33.708731 0.0 -0.2 -2.0
C 18.016939 9.726162 31.311157 -0.5 -1.1 0.3
N 16.017922 8.704330 32.547817 0.1 0.5 0.3
O 15.707353 10.112370 32.918920 0.1 -1.3 0.7
H 15.840446 9.066380 29.617504 -0.2 0.1 0.2
H 14.092369 8.943133 29.745887 0.1 0.5 0.0
H 15.001573 10.225304 30.680914 -0.3 0.1 -0.4
H 13.069679 9.143463 32.198212 0.2 0.2 -0.2
H 13.045267 7.467067 31.566279 0.0 0.4 0.0
H 13.784663 7.793049 33.119591 -0.2 0.1 0.0
H 15.411817 6.266749 31.876943 -0.2 -0.4 -0.2
H 14.766774 6.568960 30.254457 0.3 -0.2 -0.4
H 17.291018 5.897240 30.064995 -0.4 0.1 0.5
H 17.159605 7.612628 29.865737 0.1 0.1 -0.6
H 18.908531 7.206006 31.449831 -0.6 -0.2 0.3
H 17.711301 6.449429 32.564716 0.1 -0.2 0.1
H 18.288415 9.909203 34.002772 -0.3 -0.8 -0.1
H 19.315324 8.506033 33.564704 -0.4 0.3 0.0
H 17.837044 8.167879 34.439499 -0.3 0.1 0.4
H 17.861713 10.633044 31.862207 0.1 0.7 -0.1
H 17.465664 9.768090 30.364246 0.1 0.0 0.4
H 19.066978 9.611669 31.038773 0.1 -0.1 0.3
H 15.457292 10.045360 33.874005 0.3 -0.1 -1.2
C 10.177359 4.308926 30.272694 -0.4 -0.2 1.2
C 11.515041 4.912155 29.904450 0.9 0.3 -0.5
C 11.312862 6.463081 29.664237 0.7 -1.7 0.1
C 12.498535 4.606042 31.070622 0.5 0.8 -0.6
C 12.999879 3.152784 31.073069 -0.2 -0.3 0.2
C 13.647429 2.849635 29.714489 0.5 1.2 -0.1
C 12.692336 3.018744 28.512192 1.0 0.8 0.3
C 13.507799 2.944690 27.186461 -0.1 1.2 -0.4
C 11.633400 1.973574 28.542064 -0.4 -1.3 0.6
N 12.131390 4.422312 28.602202 -0.2 -0.8 1.5
O 11.081567 4.519640 27.631412 1.2 0.6 -0.8
H 9.633268 5.044550 30.882980 -0.1 0.0 -0.4
H 9.604825 4.049076 29.405713 -0.5 -0.1 -0.4
H 10.231059 3.443970 30.960952 0.2 0.1 -0.6
H 10.425062 6.663742 29.096776 -0.4 -0.1 -0.6
H 11.185270 6.958817 30.594438 -0.1 0.4 1.0
H 12.184944 6.872843 29.164555 0.1 0.1 -0.1
H 13.397430 5.217668 30.944418 -0.1 0.1 0.0
H 12.016710 5.005382 31.981123 0.2 -0.7 -0.1
H 13.687712 2.915733 31.922397 -0.3 0.5 -0.7
H 12.178883 2.463418 31.206766 -0.4 -0.2 0.2
H 14.074165 1.852679 29.636874 0.1 -0.2 0.2
H 14.479544 3.582553 29.609700 -0.3 -0.5 -0.2
H 12.838674 3.069125 26.290871 0.5 -0.2 0.8
H 14.092062 2.029949 27.025194 -0.3 0.0 0.4
H 14.230833 3.800932 27.159081 -0.5 -0.7 0.1
H 12.026560 0.932209 28.460889 0.0 0.7 -0.3
H 10.909564 2.175646 27.771935 -0.3 -0.2 -0.4
H 11.112988 1.973848 29.500219 -0.1 0.1 -0.1
H 11.686542 4.901949 26.970207 -1.2 0.0 -0.5
C 5.801271 6.383596 31.770748 0.2 0.6 -0.5
O 6.525854 5.553051 30.863501 -0.6 -0.6 1.1
C 6.941716 6.149212 29.667493 -2.2 0.7 -1.5
C 6.713579 5.112772 28.531027 1.2 0.8 -0.1
C 7.175248 5.613983 27.127324 -0.5 -0.7 1.3
N 5.381441 4.577524 28.419601 -0.4 -0.1 0.0
H 6.462308 7.194899 32.051389 0.2 0.3 0.5
H 5.429818 5.868445 32.687751 0.5 0.0 -1.0
H 4.973024 6.910300 31.267270 -0.1 -0.5 0.0
H 6.303138 7.032527 29.400872 0.2 -0.3 0.4
H 7.948036 6.521451 29.696673 0.8 -0.1 0.2
H 7.386308 4.307242 28.849677 -0.1 -0.3 -0.4
H 7.241154 4.696894 26.542539 0.1 0.3 -0.4
H 8.139295 6.101361 27.209643 0.2 0.1 -0.2
H 6.438227 6.296674 26.686647 0.2 -0.1 0.1
H 5.019291 4.342819 29.324840 -0.1 -0.3 0.5
H 4.704546 5.210301 28.005826 0.3 0.2 -0.1
C 7.891403 10.354449 36.241465 -0.1 0.4 -0.5
O 8.261337 10.257731 34.855875 -1.3 -0.2 0.4
C 7.099743 10.196891 33.955903 1.2 -1.3 2.0
C 7.605457 10.545630 32.585688 -0.1 -1.4 -0.7
C 8.734539 9.585410 32.085157 -1.0 -0.2 0.9
N 8.166329 11.881110 32.458476 -0.5 0.4 0.4
H 8.755499 10.083210 36.850796 -0.2 0.0 -0.1
H 7.023807 9.754177 36.499578 0.1 -0.8 -0.1
H 7.531050 11.352329 36.528305 0.5 0.3 -0.3
H 6.645293 9.167619 33.964012 0.7 0.4 -0.1
H 6.299671 10.776949 34.421497 0.0 0.8 -0.6
H 6.707360 10.324453 31.975423 0.4 0.8 -0.4
H 8.920190 9.774100 31.037553 0.1 0.0 -0.2
H 8.467174 8.529656 32.252254 0.0 0.3 -0.2
H 9.640584 9.766987 32.659620 0.1 0.0 0.0
H 7.581619 12.535608 32.986587 0.2 0.0 -0.3
H 9.041579 11.822597 32.983121 -0.1 0.3 -0.2
C 17.229500 0.694815 22.325953 -0.7 0.1 0.5
O 16.001518 0.551324 23.092919 0.7 0.0 -0.5
C 14.931371 -0.022967 22.395005 -1.0 -0.5 -0.9
C 13.601576 0.691341 22.644431 0.4 0.5 1.3
C 13.183727 0.525064 24.110922 -1.1 -1.4 -1.0
N 12.588199 0.114474 21.819019 -0.4 -0.8 -0.8
H 17.911940 1.064244 23.095876 0.3 0.1 -0.6
H 17.078408 1.392929 21.483930 0.1 0.0 0.5
H 17.609641 -0.245221 21.900361 -0.3 0.1 0.3
H 15.095841 0.005280 21.313016 0.3 0.1 -0.1
H 14.768267 -1.096936 22.623556 0.3 0.4 0.2
H 13.654404 1.759582 22.407950 0.7 0.2 0.2
H 12.935167 -0.557719 24.254142 0.6 0.6 0.0
H 12.200357 0.984267 24.264989 0.4 0.5 0.3
H 13.957599 0.829546 24.786433 0.1 0.3 0.5
H 11.692651 0.503450 22.065195 -0.3 0.0 0.1
H 12.740163 0.376505 20.853978 0.0 -0.1 -0.2
C 6.083018 2.111040 33.240564 -0.1 -0.5 -1.7
O 7.154993 1.496140 32.471203 -0.5 0.6 0.6
C 7.172969 1.664207 31.077763 0.8 -0.1 -1.2
C 8.341444 0.829313 30.498420 -0.3 0.3 0.7
C 8.247212 0.893394 29.031099 -0.7 1.0 -1.4
N 8.156813 -0.557759 30.817463 0.4 -1.3 1.3
H 5.209079 1.395542 33.212551 0.6 1.0 0.1
H 5.830180 3.120946 32.822914 0.0 -0.9 0.2
H 6.435797 2.252288 34.254156 0.1 -0.2 0.2
H 6.269858 1.366469 30.505704 -0.1 -0.3 0.8
H 7.365867 2.685186 30.694447 -0.1 0.2 0.9
H 9.313468 1.268749 30.799311 -0.3 -0.2 0.4
H 7.356388 0.321503 28.749569 0.2 0.2 -0.3
H 9.103381 0.543124 28.479426 0.4 -0.5 0.0
H 8.144394 1.939319 28.733377 -0.2 0.1 -0.3
H 9.025766 -1.085209 30.675386 -0.3 0.2 -0.1
H 7.928889 -0.680439 31.804470 0.0 0.1 -0.2
C 13.818833 1.448218 35.435903 0.5 0.2 -0.3
O 12.744410 0.820065 34.807904 -0.5 0.1 0.1
C 13.170728 0.118815 33.668362 0.5 -0.4 -0.1
C 12.010861 -0.049958 32.709122 -1.0 0.4 -0.5
C 10.903699 -0.991557 33.242533 1.2 0.0 -0.6
N 12.497716 -0.601808 31.450179 0.7 0.0 -1.2
H 14.672371 0.772304 35.478840 0.2 -0.1 0.4
H 13.537254 1.782778 36.420038 -0.2 -0.1 0.4
H 14.158222 2.324220 34.871978 -0.1 0.1 -0.1
H 14.036793 0.642475 33.209109 -0.5 0.0 -0.2
H 13.567076 -0.870829 33.965418 -0.2 0.1 -0.1
H 11.510555 0.954605 32.605955 0.5 -0.6 0.0
H 10.624537 -0.737920 34.254228 0.0 -0.1 0.3
H 11.268522 -2.025921 33.130287 -0.1 0.2 0.4
H 10.048212 -0.892279 32.597881 -0.4 0.1 -0.2
H 13.038902 -0.000579 30.804366 -0.5 -0.1 1.1
H 11.838930 -1.119058 30.859016 -0.1 0.3 0.8
C 7.727424 -4.839320 29.806514 -1.6 0.8 -1.1
O 9.079174 -5.069399 29.587432 1.2 0.4 -0.6
C 9.656067 -4.358002 28.428013 -1.6 -1.4 0.3
C 9.944852 -2.907193 28.678329 -0.2 -0.2 -0.2
C 10.704437 -2.285161 27.511407 -0.3 -0.4 0.2
N 10.696291 -2.763035 29.917277 0.4 -0.1 0.3
H 7.301438 -5.455778 30.585370 0.5 -0.3 0.4
H 7.087480 -5.042358 28.917429 0.5 -0.2 0.1
H 7.471491 -3.800905 30.036791 0.3 0.2 0.3
H 10.581978 -4.884693 28.212332 0.0 -0.2 -0.1
H 8.912392 -4.495043 27.611480 0.6 0.1 0.1
H 8.994424 -2.391414 28.731270 -0.3 0.3 0.4
H 10.775521 -1.207246 27.744602 0.4 -0.5 -0.5
H 10.170200 -2.466028 26.558107 0.2 0.3 0.5
H 11.675797 -2.803838 27.440062 0.0 0.6 -0.1
H 10.416303 -3.516674 30.557166 0.0 0.4 -0.2
H 11.679274 -2.949881 29.701671 -0.2 0.1 0.2
```
Positions in Å, forces in eV/Å.

SMILES: CC1(C)CCCC(C)(C)N1O.CC1(C)CCCC(C)(C)N1O.CC1(C)CCCC(C)(C)N1O.CC1(C)CCCC(C)(C)N1O.CC1(C)CCCC(C)(C)N1O.CC1(C)CCCC(C)(C)N1O.COC[C@H](C)N.COC[C@H](C)N.COC[C@H](C)N.COC[C@H](C)N.COC[C@H](C)N.COC[C@H](C)N
Relative energy (zero: lowest compared OMol25 entry of this formula, charge and spin) (eV): 0.0441
Spin multiplicity: 1
Charge: 0